{
  "formula": "C48H119N9O2",
  "method": "ωB97M-V/def2-TZVPD",
  "relative_energy_ev": 8.3428,
  "charge": 0,
  "gap_ev": 8.2,
  "mol_weight_g_mol": 854.54,
  "e_tot_ev": -69202.8875,
  "symbols": ["C", "C", "N", "C", "C", "C", "C", "H", "H", "H", "H", "H", "H", "H", "H", "H", "H", "H", "H", "H", "H", "H", "C", "C", "N", "C", "C", "C", "C", "H", "H", "H", "H", "H", "H", "H", "H", "H", "H", "H", "H", "H", "H", "H", "C", "C", "N", "C", "C", "C", "C", "H", "H", "H", "H", "H", "H", "H", "H", "H", "H", "H", "H", "H", "H", "H", "C", "C", "N", "C", "C", "C", "C", "H", "H", "H", "H", "H", "H", "H", "H", "H", "H", "H", "H", "H", "H", "H", "C", "C", "N", "C", "C", "C", "C", "H", "H", "H", "H", "H", "H", "H", "H", "H", "H", "H", "H", "H", "H", "H", "C", "C", "N", "C", "C", "C", "C", "H", "H", "H", "H", "H", "H", "H", "H", "H", "H", "H", "H", "H", "H", "H", "C", "C", "N", "C", "C", "C", "C", "H", "H", "H", "H", "H", "H", "H", "H", "H", "H", "H", "H", "H", "H", "H", "C", "N", "C", "C", "O", "H", "H", "H", "H", "H", "H", "H", "C", "N", "C", "C", "O", "H", "H", "H", "H", "H", "H", "H"],
  "positions_angstrom": [[-2.520, -4.483, 8.048], [-1.160, -4.989, 7.671], [-1.292, -6.240, 6.904], [-0.330, -7.272, 7.253], [1.125, -6.820, 7.280], [-1.399, -6.094, 5.443], [-1.771, -7.351, 4.614], [-2.895, -5.096, 8.867], [-3.243, -4.444, 7.233], [-2.417, -3.494, 8.495], [-0.558, -4.345, 7.031], [-0.549, -5.042, 8.572], [-0.606, -7.581, 8.262], [-0.379, -8.180, 6.652], [1.341, -6.086, 8.056], [1.601, -7.714, 7.683], [1.646, -6.519, 6.370], [-0.446, -5.737, 5.053], [-2.157, -5.343, 5.221], [-1.781, -7.301, 3.526], [-2.780, -7.757, 4.675], [-1.232, -8.247, 4.923], [0.612, -0.568, 1.540], [0.855, -0.245, 0.097], [0.337, -1.219, -0.922], [0.520, -2.604, -0.525], [1.976, -2.980, -0.327], [0.776, -1.000, -2.260], [0.216, 0.335, -2.905], [-0.414, -0.603, 1.905], [0.962, 0.282, 2.126], [1.088, -1.476, 1.911], [0.504, 0.735, -0.227], [1.931, -0.308, -0.065], [-0.070, -2.803, 0.370], [0.060, -3.221, -1.297], [2.166, -4.031, -0.544], [2.720, -2.328, -0.785], [2.167, -2.760, 0.723], [0.699, -1.815, -2.980], [1.842, -0.810, -2.131], [-0.807, 0.007, -3.088], [0.799, 0.434, -3.821], [0.429, 1.160, -2.225], [2.575, 6.582, 9.705], [3.056, 5.286, 10.366], [2.947, 4.137, 9.484], [2.825, 2.836, 10.160], [1.493, 2.747, 10.913], [3.859, 4.213, 8.288], [5.312, 3.734, 8.493], [1.639, 6.422, 9.171], [3.338, 7.212, 9.248], [2.326, 7.301, 10.485], [4.021, 5.225, 10.868], [2.390, 5.171, 11.221], [2.895, 2.021, 9.440], [3.727, 2.640, 10.739], [1.555, 2.940, 11.984], [0.695, 3.386, 10.533], [1.129, 1.734, 10.744], [3.758, 4.934, 7.477], [3.643, 3.332, 7.684], [5.683, 3.437, 7.512], [5.410, 2.802, 9.049], [5.906, 4.516, 8.966], [7.146, 3.630, -0.442], [8.249, 3.211, -1.479], [8.080, 3.391, -2.960], [7.866, 4.799, -3.308], [9.217, 5.505, -3.064], [6.855, 2.700, -3.239], [6.711, 2.288, -4.673], [7.268, 4.703, -0.294], [7.254, 3.036, 0.466], [6.138, 3.273, -0.656], [9.206, 3.663, -1.218], [8.428, 2.182, -1.168], [7.073, 5.328, -2.778], [7.696, 4.800, -4.384], [9.191, 6.495, -3.520], [10.101, 4.903, -3.272], [9.153, 5.639, -1.984], [6.943, 1.707, -2.798], [5.951, 2.996, -2.706], [6.615, 3.204, -5.257], [7.495, 1.710, -5.161], [5.786, 1.713, -4.704], [-7.471, 4.660, 11.620], [-7.188, 5.561, 10.425], [-7.382, 4.987, 9.104], [-6.091, 4.334, 8.672], [-6.084, 3.459, 7.365], [-8.170, 5.597, 7.993], [-7.378, 6.779, 7.344], [-6.573, 4.094, 11.869], [-8.345, 4.038, 11.428], [-7.629, 5.192, 12.558], [-7.823, 6.444, 10.497], [-6.255, 6.105, 10.573], [-5.433, 5.202, 8.633], [-5.647, 3.650, 9.395], [-6.656, 3.950, 6.578], [-5.082, 3.273, 6.980], [-6.488, 2.468, 7.574], [-9.119, 5.954, 8.393], [-8.353, 4.796, 7.277], [-7.265, 7.661, 7.975], [-7.741, 7.168, 6.392], [-6.329, 6.537, 7.177], [6.471, -8.721, -11.080], [5.311, -9.205, -10.123], [4.344, -8.065, -9.753], [3.598, -7.735, -11.029], [2.418, -8.733, -11.340], [5.099, -7.008, -8.976], [4.148, -6.098, -8.186], [5.965, -8.618, -12.040], [7.183, -9.510, -11.321], [6.913, -7.736, -10.930], [4.699, -10.016, -10.520], [5.822, -9.585, -9.239], [3.151, -6.747, -10.922], [4.124, -7.664, -11.980], [2.784, -9.741, -11.536], [1.598, -8.901, -10.642], [1.941, -8.454, -12.279], [5.847, -6.452, -9.543], [5.706, -7.435, -8.178], [4.730, -5.402, -7.582], [3.769, -6.626, -7.311], [3.375, -5.630, -8.795], [0.051, 6.320, -7.847], [-1.154, 5.441, -8.083], [-1.923, 6.007, -9.094], [-1.624, 5.660, -10.531], [-2.113, 4.261, -11.042], [-3.384, 5.771, -8.945], [-3.888, 6.448, -7.616], [0.861, 6.145, -8.555], [0.282, 6.244, -6.784], [-0.262, 7.346, -8.042], [-0.674, 4.513, -8.395], [-1.692, 5.343, -7.140], [-2.096, 6.421, -11.153], [-0.553, 5.765, -10.702], [-1.540, 3.418, -10.656], [-3.169, 4.263, -10.772], [-1.926, 4.270, -12.115], [-3.545, 4.693, -8.954], [-3.951, 6.260, -9.738], [-4.975, 6.451, -7.538], [-3.666, 7.510, -7.510], [-3.620, 5.911, -6.706], [-7.543, -6.932, -4.310], [-6.274, -6.539, -4.923], [-5.061, -6.865, -4.454], [-3.930, -6.640, -5.416], [-4.867, -7.343, -3.338], [-8.351, -6.451, -4.861], [-7.550, -6.455, -3.330], [-7.730, -7.999, -4.191], [-6.405, -6.571, -5.924], [-2.989, -6.448, -4.900], [-4.249, -5.827, -6.067], [-3.796, -7.613, -5.887], [-5.703, -1.291, -0.379], [-5.343, 0.116, -0.463], [-5.973, 1.136, -0.006], [-5.460, 2.629, -0.274], [-7.085, 1.002, 0.492], [-5.247, -1.798, 0.471], [-5.396, -1.812, -1.287], [-6.767, -1.465, -0.224], [-4.354, 0.296, -0.562], [-6.139, 3.176, -0.928], [-4.508, 2.654, -0.805], [-5.377, 3.221, 0.637]],
  "atomic_forces_ev_per_a": [[-0.048, 0.669, 0.703], [0.256, -0.538, -1.488], [-0.521, -1.692, -0.493], [0.145, 0.926, 0.554], [0.627, -0.794, 1.030], [-0.396, 0.091, -0.287], [-0.746, -1.153, 0.521], [-0.261, -0.246, -0.251], [0.133, -0.078, 0.021], [-0.131, 0.297, -0.171], [-0.217, 0.850, -0.082], [-0.061, -0.769, 0.031], [0.244, -0.167, 0.211], [-0.430, 0.307, -0.176], [-0.255, 0.318, -0.140], [0.667, -0.084, -0.264], [-0.431, -0.112, -0.198], [0.289, 0.296, -0.278], [0.088, 0.230, 0.085], [1.061, 0.768, -0.045], [-0.599, 0.659, 1.023], [0.586, 0.228, -0.311], [-0.712, 0.532, 1.046], [0.164, -1.343, -2.123], [-2.327, -0.566, 1.360], [-0.301, 0.139, -0.706], [0.311, 0.071, 1.206], [1.606, 2.706, 0.014], [0.806, -2.677, 0.561], [-0.409, -0.265, -0.676], [0.584, -0.049, 0.027], [0.174, 0.148, -0.203], [0.040, 0.023, 0.468], [0.595, 0.671, 0.203], [0.144, -0.002, 0.147], [0.007, -0.008, -0.133], [0.176, 0.130, 0.078], [-0.277, -0.206, -0.748], [0.343, -0.617, 0.247], [-0.528, -0.265, 0.517], [0.861, -0.083, -0.696], [-0.299, 1.233, -0.127], [-0.366, 0.375, -0.153], [-0.620, 0.063, -0.305], [0.697, 0.825, 1.279], [-0.633, -0.603, 0.235], [0.029, 0.809, -1.994], [0.325, 1.102, -0.833], [0.031, -0.683, 0.161], [-0.001, -3.737, 0.433], [0.278, 1.105, 0.271], [0.454, -0.051, -0.462], [0.004, -0.661, -1.088], [-0.374, -0.193, 0.538], [0.666, 0.981, -0.174], [-0.360, -0.501, -0.097], [-0.345, 0.268, -0.511], [-0.056, 0.044, 0.939], [0.160, -0.124, -0.009], [0.399, 0.252, -0.348], [-0.134, -0.114, 0.454], [-0.240, 1.062, 1.070], [-1.422, -0.260, -0.068], [0.394, 0.550, -0.107], [-0.398, 0.167, 0.424], [0.525, -0.239, -0.113], [0.611, -0.154, -0.798], [0.624, -0.192, 0.826], [-1.806, 0.202, 2.467], [2.533, -0.295, -1.085], [-1.457, 0.447, 1.061], [0.723, -3.399, -0.095], [-1.249, 1.223, -0.879], [-0.780, -0.078, 0.465], [0.905, 0.484, 0.331], [-0.151, 0.731, -0.775], [-0.176, 0.401, 0.219], [0.051, -0.482, -1.147], [-0.276, -0.172, 0.078], [-0.465, 0.139, 0.044], [0.438, -0.079, -0.078], [-0.255, 0.108, -0.416], [0.771, 0.474, 0.148], [0.417, -0.272, 0.636], [-0.262, 1.069, -0.659], [-0.380, -0.167, -0.543], [0.293, -0.040, 0.737], [-0.114, 0.050, -0.534], [0.519, -0.182, 0.057], [-1.366, 1.756, -0.263], [0.650, -2.361, -0.291], [-0.371, 0.254, -0.862], [-0.448, 0.910, 0.674], [1.794, 0.901, 1.042], [0.261, 0.088, 0.011], [-0.177, -0.664, -0.310], [0.235, -0.182, 0.042], [-0.277, 0.516, -0.204], [-0.779, -0.070, -0.072], [0.902, -0.484, -0.289], [0.834, -0.249, -0.547], [-0.545, 0.315, 0.727], [0.059, -0.247, -0.124], [0.154, 0.336, 0.227], [-0.343, 0.133, -0.014], [-0.007, -0.115, -0.001], [-0.146, 0.228, 0.017], [-0.539, -0.048, 0.452], [-0.378, -0.301, -0.056], [-0.032, -0.538, -0.217], [-1.921, -0.859, -1.273], [0.662, 1.946, 0.682], [1.782, -1.322, -1.070], [-1.540, 0.120, 1.357], [0.582, -0.238, -0.190], [-1.230, -0.063, -0.165], [0.646, -0.255, 0.481], [0.089, 0.231, -0.347], [0.333, 0.122, 0.614], [0.130, -0.368, 0.687], [0.331, 0.085, -0.314], [-0.490, 0.077, 0.412], [-0.028, 0.109, 0.264], [0.828, -0.148, 0.260], [0.323, -0.048, 0.011], [0.332, 0.628, 0.544], [0.086, 0.308, -0.102], [-0.291, 0.317, -0.513], [-0.049, -0.939, -0.297], [0.254, 0.848, -0.783], [-0.875, -0.641, -0.580], [0.046, 0.092, 0.320], [-0.171, 1.090, 0.508], [2.111, -0.563, 0.252], [-3.366, 0.555, -3.395], [0.697, -0.460, 0.931], [0.614, 1.458, 0.321], [0.586, 1.375, 2.176], [-0.763, -0.683, -0.236], [0.228, -0.310, 0.430], [0.908, -0.003, -0.180], [0.004, 0.159, 0.224], [-0.631, -0.969, 0.252], [-0.115, -0.242, -0.335], [-0.119, 0.055, 0.124], [0.136, -0.003, 0.100], [-0.278, 0.043, 0.384], [0.100, -0.835, -0.608], [-0.456, -0.104, -0.093], [-0.641, -0.028, 0.275], [0.312, -0.209, -0.330], [-0.274, -0.293, -0.458], [0.661, -0.129, -0.269], [0.460, 0.094, -0.073], [0.320, 1.008, 1.097], [-2.021, -0.483, -1.335], [1.225, -0.964, 1.770], [-0.281, -0.086, 0.251], [-0.454, 0.475, -0.569], [0.086, -0.215, -0.171], [-0.185, -0.346, 0.198], [0.278, -0.037, -0.168], [0.709, 0.408, -0.076], [-0.279, 0.277, 0.068], [0.604, -0.238, -0.447], [0.000, 0.207, -0.616], [-0.428, -0.351, 0.382], [3.735, -2.396, -1.403], [-3.853, 4.053, 1.099], [0.448, -1.328, -0.104], [-0.088, 0.344, 0.331], [0.339, 0.178, 0.066], [0.027, 0.167, -0.002], [-0.010, 0.591, -0.264], [0.060, -0.306, -0.495], [-0.395, -0.468, 0.099], [0.237, -0.107, 0.157], [-0.043, -0.389, 0.128]],
  "mulliken_charge": [-1.2136, -0.6037, 0.0930, -0.5961, -1.0944, -0.3462, -1.2241, 0.2785, 0.3071, 0.3938, 0.4100, 0.3562, 0.3248, 0.3286, 0.3167, 0.3996, 0.2778, 0.2833, 0.3589, 0.3758, 0.3377, 0.2364, -1.4550, -0.1695, 0.0500, -0.8144, -0.9008, -0.6230, -1.2525, 0.3440, 0.4053, 0.2831, 0.2529, 0.3385, 0.4011, 0.4824, 0.3283, 0.2804, 0.2451, 0.4919, 0.3120, 0.3053, 0.3442, 0.3519, -1.3756, -0.4839, 0.1235, -0.5619, -1.2413, -0.7510, -1.0800, 0.3045, 0.3268, 0.4618, 0.4064, 0.3438, 0.3979, 0.3887, 0.3251, 0.3262, 0.3729, 0.4196, 0.3197, 0.4088, 0.2815, 0.2864, -0.9904, -0.7265, -0.0708, -0.2552, -1.3150, -0.4648, -1.3048, 0.2475, 0.4038, 0.2725, 0.4107, 0.4257, 0.2997, 0.3812, 0.4026, 0.3395, 0.2794, 0.3846, 0.2828, 0.3142, 0.3012, 0.3816, -1.2964, -0.5776, 0.1041, -0.5642, -1.2302, -0.7090, -0.9879, 0.2904, 0.3083, 0.4030, 0.4658, 0.3689, 0.4464, 0.3285, 0.2722, 0.3542, 0.3269, 0.3951, 0.3266, 0.3303, 0.3812, 0.2634, -0.9581, -0.5936, 0.0312, -0.2969, -1.2557, -0.4425, -1.1539, 0.2655, 0.3996, 0.2555, 0.3054, 0.3364, 0.3357, 0.2129, 0.2920, 0.3124, 0.3896, 0.2669, 0.3183, 0.3983, 0.2914, 0.2898, -1.3934, -0.1657, 0.1552, -0.7832, -0.9491, -0.6291, -1.3458, 0.3183, 0.3894, 0.3248, 0.1920, 0.3488, 0.3945, 0.3585, 0.2568, 0.3033, 0.3848, 0.3618, 0.3815, 0.4204, 0.3256, 0.3504, -0.8673, -0.2414, 0.6736, -0.9694, -0.6264, 0.3539, 0.2845, 0.2825, 0.2539, 0.2938, 0.3202, 0.2420, -0.8613, -0.1866, 0.6744, -0.9156, -0.6520, 0.2958, 0.2886, 0.3412, 0.1963, 0.2519, 0.2912, 0.2751]
}